Entry 1:
C3H2N2S2 in the gas phase, computed with the ωB97M-V functional and the def2-TZVPD basis.

The value obtained for the frontier orbital gap is 8.257 eV. The largest force on an atom comes out at 2.1 eV Å⁻¹. The calculation puts the energy at -1021.32652 hartree. The energy relative to the best compared isomer or geometry (same formula, charge and spin) is 1.448 eV. As for the SMILES: C=NSC(=S)C#N.

```
! RIJCOSX wB97M-V def2-TZVPD def2/J DEFGRID3
* xyz 0 1
C -2.11561 -0.33062 0.07577
N -0.87023 -0.02516 -0.04637
S 0.30891 -1.24692 -0.10060
C 1.79821 -0.26292 -0.02314
S 3.27486 -0.86643 0.02719
C 1.51981 1.18632 -0.10906
N 1.41713 2.33868 -0.01747
H -2.52408 -1.35951 0.09051
H -2.80899 0.56656 0.10317
*
```

=====

Entry 2:
2 unconnected molecules or ions with the total composition C2H6BrP, computed with the ωB97M-V functional and the def2-TZVPD basis.

The value obtained for the frontier orbital gap (alpha / beta) is 5.708 / 7.859 eV. The largest force on an atom comes out at 4.6 eV Å⁻¹. The calculation puts the energy at -2995.07209 hartree. The energy relative to the best compared isomer or geometry (same formula, charge and spin) is 3.087 eV.

```
! RIJCOSX wB97M-V def2-TZVPD def2/J DEFGRID3
* xyz 0 1
C 0.54392 -1.25497 0.46695
C 0.21034 1.25268 -0.61853
P -0.28267 -0.48245 -0.96892
Br -3.48743 -0.19973 0.42335
H 0.63386 -2.27624 0.36204
H -0.08831 -1.11261 1.48229
H 1.45018 -0.80622 0.65445
H -0.42276 1.64926 0.26498
H 0.05635 1.90763 -1.60850
H 1.38652 1.32266 -0.45810
*
```